Arrangement a

Below is a cluster of 2 separate species, C2H9N2O in total, with properties calculated with wB97M-V/def2-TZVPD.

Values from the calculation:
Multiplicity: 1
Charge: +1
Highest occupied orbital energy, eV: -12.8597

Last column: natural (NBO) charge in e.
Geometry (Å):
C1 0.210 -0.059 0.682  -0.24
C2 -0.810 -0.897 0.408  0.07
N1 -1.033 -1.989 1.154  -0.75
N2 0.305 1.406 0.342  -0.68
H1 0.990 -0.198 1.373  0.21
H2 -1.546 -0.639 -0.450  0.23
H3 -1.598 -2.747 1.000  0.41
H4 -0.513 -2.198 1.941  0.39
H5 0.425 1.662 -0.622  0.46
H6 1.111 1.818 0.827  0.44
H7 -0.487 1.959 0.792  0.44
H8 0.864 -0.149 -2.515  0.50
H9 1.455 1.266 -2.687  0.50
O1 0.626 0.764 -2.244  -0.98


Arrangement b

Below is a cluster of 2 separate species, C2H9N2O in total, with properties calculated with wB97M-V/def2-TZVPD.

Values from the calculation:
Multiplicity: 1
Charge: +1
Highest occupied orbital energy, eV: -13.2211

Last column: natural (NBO) charge in e.
Geometry (Å):
C1 0.897 0.621 0.057  -0.23
C2 0.606 0.059 -1.127  0.07
N1 1.329 -0.928 -1.712  -0.75
N2 -0.153 1.139 0.932  -0.67
H1 1.924 0.792 0.340  0.23
H2 -0.414 0.218 -1.490  0.20
H3 2.200 -1.138 -1.247  0.39
H4 1.508 -0.977 -2.704  0.41
H5 -0.126 0.695 1.850  0.45
H6 -0.174 2.152 1.071  0.43
H7 -1.012 0.850 0.482  0.47
H8 -2.991 -1.028 1.193  0.51
H9 -1.540 -1.629 1.247  0.50
O1 -2.055 -0.825 1.109  -0.99


Most stable: arrangement b. Least stable: arrangement a.


Arrangement a

Below is the ion C14H22F2N3O2 with charge +1, with properties calculated with wB97M-V/def2-TZVPD.

Values from the calculation:
Multiplicity: 1
SMILES string: C#C[C@@H]1C[N@@H+](C(=O)NC(=O)F)[C@@H]([C@H](C)F)CN1CC(C)C
Charge: +1
Highest occupied orbital energy, eV: -12.7867

Last column: natural (NBO) charge in e.
Geometry (Å):
C1 1.352 -3.418 1.724  -0.14
C2 0.817 -2.363 1.938  -0.08
C3 0.311 -0.977 2.009  -0.14
C4 -1.170 -0.984 1.513  -0.24
N1 -1.257 -0.424 0.122  -0.44
C5 -2.588 -0.590 -0.486  0.84
O1 -3.542 -0.775 0.185  -0.43
N2 -2.613 -0.528 -1.924  -0.72
C6 -2.379 -1.834 -2.473  0.94
O2 -1.900 -2.044 -3.521  -0.45
F1 -2.699 -2.845 -1.662  -0.31
C7 -0.716 0.984 0.035  -0.11
C8 -1.749 2.102 0.177  0.19
C9 -2.717 2.052 1.363  -0.67
F2 -2.451 2.256 -0.994  -0.35
C10 0.409 1.195 1.084  -0.23
N3 1.188 0.009 1.362  -0.41
C11 1.945 -0.497 0.204  -0.22
C12 2.678 0.598 -0.613  -0.25
C13 2.017 0.855 -1.997  -0.62
C14 4.136 0.111 -0.894  -0.60
H1 1.635 -4.434 1.577  0.26
H2 0.267 -0.712 3.070  0.25
H3 -1.493 -2.022 1.432  0.26
H4 -1.876 -0.504 2.179  0.25
H5 -0.611 -1.007 -0.426  0.46
H6 -3.550 -0.218 -2.175  0.45
H7 -0.283 1.085 -0.961  0.26
H8 -1.164 3.017 0.294  0.20
H9 -2.251 1.722 2.287  0.22
H10 -3.052 3.075 1.538  0.25
H11 -3.621 1.489 1.139  0.24
H12 -0.089 1.466 2.022  0.21
H13 0.998 2.059 0.798  0.25
H14 1.354 -1.118 -0.492  0.14
H15 2.715 -1.155 0.596  0.24
H16 2.792 1.526 -0.057  0.21
H17 1.445 -0.027 -2.293  0.20
H18 1.404 1.757 -2.020  0.20
H19 2.785 0.970 -2.760  0.24
H20 4.556 -0.456 -0.066  0.21
H21 4.214 -0.406 -1.847  0.21
H22 4.751 1.010 -0.988  0.22


Arrangement b

Below is the ion C14H22F2N3O2 with charge +1, with properties calculated with wB97M-V/def2-TZVPD.

Values from the calculation:
Multiplicity: 1
SMILES string: [H]/N=C(/C)Cn1cc(CCF)[n+](F)c1CCCCOC(C)=O
Charge: +1
Highest occupied orbital energy, eV: -12.8333

Last column: natural (NBO) charge in e.
Geometry (Å):
H1 2.045 -0.719 2.323  0.34
N1 1.935 -1.719 2.150  -0.55
C1 0.706 -1.998 1.983  0.27
C2 0.336 -3.437 1.728  -0.69
C3 -0.340 -0.894 2.084  -0.28
N2 -1.198 -0.707 0.886  -0.29
C4 -2.478 -0.235 1.098  -0.06
C5 -3.060 -0.092 -0.104  0.15
C6 -4.404 0.407 -0.509  -0.50
C7 -4.878 1.588 0.364  0.07
F1 -5.309 2.600 -0.463  -0.35
N3 -2.088 -0.499 -0.974  0.09
F2 -2.329 -0.499 -2.295  -0.13
C8 -0.945 -0.869 -0.407  0.48
C9 0.328 -1.322 -1.014  -0.50
C10 0.679 -0.623 -2.348  -0.39
C11 1.334 0.727 -1.986  -0.43
C12 2.783 0.550 -1.478  -0.08
O1 2.938 1.265 -0.238  -0.53
C13 3.591 2.454 -0.375  0.80
C14 4.342 2.908 0.866  -0.71
O2 3.563 3.129 -1.377  -0.57
H2 -0.621 -3.733 2.154  0.23
H3 0.396 -3.648 0.659  0.23
H4 1.125 -4.036 2.178  0.27
H5 -1.015 -1.170 2.897  0.24
H6 0.073 0.078 2.353  0.23
H7 -2.919 -0.023 2.054  0.26
H8 -4.276 0.835 -1.507  0.27
H9 -5.155 -0.378 -0.580  0.26
H10 -4.071 1.997 0.972  0.17
H11 -5.742 1.276 0.949  0.19
H12 1.167 -1.212 -0.333  0.27
H13 0.239 -2.393 -1.229  0.26
H14 1.324 -1.234 -2.975  0.23
H15 -0.213 -0.379 -2.921  0.22
H16 0.753 1.208 -1.196  0.20
H17 1.366 1.412 -2.834  0.24
H18 3.498 0.863 -2.235  0.22
H19 2.987 -0.499 -1.248  0.18
H20 3.914 2.396 1.731  0.22
H21 5.404 2.701 0.782  0.25
H22 4.121 3.966 0.980  0.25


Most stable: arrangement b. Least stable: arrangement a.


Arrangement a

Below is a cluster of 2 separate species, C3H6N2O2 in total, with properties calculated with wB97M-V/def2-TZVPD.

Values from the calculation:
Multiplicity: 1
SMILES string: CN=C=O.CN=O
Charge: 0
Highest occupied orbital energy, eV: -9.0765

Last column: natural (NBO) charge in e.
Geometry (Å):
C1 0.760 1.436 2.124  -0.41
N1 0.689 2.210 0.974  -0.55
C2 0.058 2.210 -0.050  0.87
O1 -0.471 2.397 -1.067  -0.52
H1 1.766 1.021 2.004  0.21
H2 0.772 2.061 3.059  0.20
H3 -0.042 0.721 2.269  0.20
C3 -0.852 -2.160 -1.919  -0.53
N2 -0.058 -1.281 -0.967  0.14
O2 0.455 -1.701 0.040  -0.28
H4 -0.559 -1.965 -2.959  0.23
H5 -0.696 -3.227 -1.699  0.20
H6 -1.823 -1.720 -1.808  0.23


Arrangement b

Below is a cluster of 2 separate species, C3H6N2O2 in total, with properties calculated with wB97M-V/def2-TZVPD.

Values from the calculation:
Multiplicity: 1
Charge: 0
Highest occupied orbital energy, eV: -8.2985

Last column: natural (NBO) charge in e.
Geometry (Å):
C1 1.129 2.441 -0.722  -0.63
C2 -1.265 -2.651 -0.560  -0.44
C3 0.672 1.484 0.092  0.62
N1 -1.096 -1.926 0.455  0.07
N2 -0.840 -1.128 1.243  -0.12
O1 1.287 0.265 0.191  -0.71
O2 -0.396 1.582 0.883  -0.71
H1 0.541 3.284 -0.689  0.22
H2 1.969 2.173 -1.242  0.22
H3 -0.571 -2.681 -1.419  0.24
H4 -1.858 -3.566 -0.713  0.24
H5 1.075 -0.199 0.983  0.48
H6 -0.648 0.921 1.498  0.51


Arrangement c

Below is an isolated molecule of C3H6N2O2, with properties calculated with wB97M-V/def2-TZVPD.

Values from the calculation:
Multiplicity: 1
SMILES string: [H]/N=C(/NC=O)OC
Charge: 0
Highest occupied orbital energy, eV: -9.9749

Last column: natural (NBO) charge in e.
Geometry (Å):
H1 -0.491 -1.669 -2.008  0.36
N1 -0.985 -0.930 -1.513  -0.73
C1 -0.310 -0.552 -0.513  0.70
N2 -0.738 0.500 0.292  -0.67
C2 -1.810 1.321 0.001  0.54
O1 -2.183 2.177 0.769  -0.57
O2 0.832 -1.165 -0.118  -0.51
C3 1.862 -0.470 0.573  -0.25
H2 -0.362 0.626 1.219  0.41
H3 -2.254 1.106 -0.979  0.15
H4 1.482 0.202 1.349  0.17
H5 2.488 0.092 -0.130  0.19
H6 2.468 -1.237 1.058  0.21


Arrangement d

Below is an isolated molecule of C3H6N2O2, with properties calculated with wB97M-V/def2-TZVPD.

Values from the calculation:
Multiplicity: 1
SMILES string: [H]/N=C(/NO)[C@@H]1CO1
Charge: 0
Highest occupied orbital energy, eV: -9.0348

Last column: natural (NBO) charge in e.
Geometry (Å):
H1 -0.761 0.310 -2.087  0.34
N1 -1.268 0.770 -1.193  -0.74
C1 -0.429 0.321 -0.289  0.33
N2 -0.696 0.556 1.021  -0.29
O1 -1.659 1.524 1.119  -0.57
C2 0.851 -0.288 -0.459  -0.02
C3 1.094 -1.500 0.311  -0.12
O2 1.646 -0.219 0.803  -0.50
H2 0.037 0.751 1.556  0.39
H3 -2.157 1.455 0.234  0.50
H4 1.408 0.372 -1.418  0.23
H5 0.085 -1.907 0.647  0.23
H6 1.850 -2.145 -0.243  0.21


Most stable: arrangement c. Least stable: arrangement d.


Arrangement a

Below is a cluster of 2 separate species, C5H14NO in total, with properties calculated with wB97M-V/def2-TZVPD.

Values from the calculation:
Multiplicity: 1
Charge: +1
Highest occupied orbital energy, eV: -12.2694

Last column: natural (NBO) charge in e.
Geometry (Å):
C1 -0.545 0.875 0.251  -0.24
O1 -1.715 0.060 0.616  -0.63
C2 0.680 0.500 1.002  0.44
C3 1.339 -0.816 0.511  -0.52
C4 2.774 -0.616 0.057  -0.38
C5 2.880 0.411 -1.114  -0.61
N1 -4.392 -0.301 -1.042  -1.08
H1 -0.316 0.641 -0.915  0.23
H2 -0.929 1.914 0.306  0.25
H3 -1.583 -0.432 1.481  0.50
H4 0.562 0.915 2.030  0.24
H5 0.919 -1.170 -0.405  0.26
H6 1.295 -1.640 1.285  0.31
H7 3.003 -1.686 -0.167  0.25
H8 3.435 -0.164 0.810  0.23
H9 3.731 0.349 -1.771  0.26
H10 2.815 1.424 -0.678  0.21
H11 1.934 0.321 -1.766  0.20
H12 -5.072 0.365 -0.594  0.37
H13 -4.667 -1.262 -0.808  0.37
H14 -3.425 -0.070 -0.692  0.36


Arrangement b

Below is a cluster of 2 separate species, C5H14NO in total, with properties calculated with wB97M-V/def2-TZVPD.

Values from the calculation:
Multiplicity: 1
Charge: +1
Highest occupied orbital energy, eV: -14.8776

Last column: natural (NBO) charge in e.
Geometry (Å):
C1 0.440 -2.426 1.270  -0.64
C2 -0.674 -1.932 0.299  -0.41
C3 -0.818 -0.356 0.343  -0.43
C4 0.398 0.349 -0.280  -0.19
C5 0.311 1.340 -2.544  0.13
N1 0.438 0.285 -1.826  -0.40
H1 0.594 -3.519 1.299  0.24
H2 0.204 -2.153 2.314  0.22
H3 1.507 -2.125 1.086  0.20
H4 -1.586 -2.410 0.680  0.23
H5 -0.529 -2.394 -0.683  0.20
H6 -0.849 -0.206 1.394  0.26
H7 -1.805 -0.225 -0.040  0.23
H8 1.239 -0.253 0.025  0.24
H9 0.521 1.408 -0.104  0.22
H10 -0.227 1.359 -3.517  0.25
H11 0.662 2.289 -2.089  0.22
H12 0.652 -0.504 -2.370  0.44
H13 -0.099 3.030 1.295  0.47
H14 -0.341 2.888 2.833  0.50
O1 -0.119 2.371 2.015  -0.96


Arrangement c

Below is a cluster of 2 separate species, C5H14NO in total, with properties calculated with wB97M-V/def2-TZVPD.

Values from the calculation:
Multiplicity: 1
Charge: +1
Highest occupied orbital energy, eV: -14.4266

Last column: natural (NBO) charge in e.
Geometry (Å):
C1 0.917 -1.815 0.570  -0.61
C2 0.151 -1.525 -0.690  -0.39
C3 -0.001 -0.071 -1.100  -0.43
C4 -1.019 0.671 -0.166  0.15
C5 -0.763 1.833 0.456  -0.36
N1 -2.416 -0.106 -0.050  -0.73
H1 1.215 -2.854 0.605  0.23
H2 1.693 -1.112 0.768  0.24
H3 0.182 -1.661 1.410  0.18
H4 0.691 -2.226 -1.462  0.24
H5 -0.817 -1.880 -0.546  0.16
H6 -0.642 0.010 -1.970  0.21
H7 0.908 0.460 -1.310  0.26
H8 -1.628 2.096 1.200  0.22
H9 0.236 2.341 0.472  0.28
H10 -2.306 -0.825 0.695  0.46
H11 -3.255 0.442 -0.001  0.45
H12 -2.488 -0.631 -0.960  0.45
H13 2.844 1.679 -0.037  0.47
H14 3.491 1.176 1.169  0.48
O1 2.636 1.145 0.736  -0.95


Arrangement d

Below is a cluster of 2 separate species, C5H14NO in total, with properties calculated with wB97M-V/def2-TZVPD.

Values from the calculation:
Multiplicity: 1
Charge: +1
Highest occupied orbital energy, eV: -14.0931

Last column: natural (NBO) charge in e.
Geometry (Å):
O1 -0.117 0.968 2.161  -0.63
C1 0.053 2.170 2.055  0.50
C2 1.379 2.837 1.919  -0.73
H1 -0.838 2.817 2.107  0.14
H2 2.075 2.163 1.426  0.24
H3 1.685 3.086 2.938  0.27
H4 1.237 3.756 1.353  0.25
C3 0.107 -1.618 -0.531  -0.21
C4 -0.895 -0.976 -1.464  -0.42
C5 -0.401 -1.022 -2.910  -0.60
N1 -0.364 -1.455 0.900  -0.68
H5 0.196 -2.679 -0.755  0.23
H6 1.109 -1.192 -0.533  0.22
H7 -1.104 0.055 -1.174  0.21
H8 -1.823 -1.544 -1.387  0.21
H9 0.562 -0.518 -3.010  0.22
H10 -0.287 -2.058 -3.229  0.22
H11 -1.084 -0.511 -3.584  0.24
H12 -0.437 -0.452 1.168  0.48
H13 -1.284 -1.888 0.981  0.43
H14 0.230 -1.939 1.568  0.44


Most stable: arrangement d. Least stable: arrangement a.